Below is 8 unconnected molecules or ions with the total composition C44H92N2O8, with properties calculated with ωB97M-V with the def2-TZVPD basis set.

The geometry in XYZ format:
```
146
Properties=species:S:1:pos:R:3:forces:R:3:lowdin_charge:R:1
C -2.569712 -5.322855 5.897286 0.28 -0.24 0.00 -0.11
O -2.871549 -4.181674 5.129105 -0.19 0.03 -0.27 -0.17
C -1.685758 -3.507840 4.748390 0.44 0.13 0.68 -0.26
C -1.975243 -2.231660 3.995553 -0.30 -0.47 -0.33 -0.16
C -2.177396 -2.434138 2.479183 0.08 0.34 0.49 -0.18
C -0.973929 -1.993277 1.629543 -0.16 -0.60 -0.26 -0.21
C -1.343160 -1.181640 0.390980 -0.15 -0.03 0.18 -0.20
C -2.024629 0.162588 0.676909 0.38 -0.23 0.04 -0.20
C -1.254337 1.089306 1.613852 0.07 0.06 -0.36 -0.14
C -0.263665 2.019182 0.958277 0.23 0.24 -0.20 -0.19
C 0.201995 3.114884 1.738528 0.48 0.27 -0.55 -0.02
C 1.127214 3.994694 1.234260 -0.26 -0.28 0.26 0.00
C 1.648102 3.840619 -0.076507 -0.19 0.12 0.47 -0.22
N 2.568040 4.730027 -0.539871 -0.09 -0.37 -0.18 0.13
C 2.998705 4.477839 -1.746236 0.23 0.33 0.08 -0.13
C 2.543415 3.399092 -2.529099 -0.12 -0.18 -0.12 -0.12
N 1.639412 2.550988 -2.121315 0.16 0.28 0.21 0.13
C 1.185306 2.763863 -0.855321 -0.28 -0.29 -0.02 -0.20
C 0.225686 1.869330 -0.317490 -0.22 0.00 0.43 0.04
H -2.620873 -6.243878 5.312648 -0.06 0.00 -0.19 0.08
H -3.245405 -5.416166 6.743235 -0.21 0.15 0.01 0.08
H -1.549634 -5.248352 6.275076 0.06 -0.09 0.22 0.08
H -1.156678 -3.253703 5.676517 0.10 0.07 0.05 0.11
H -1.009017 -4.174677 4.202593 -0.08 -0.07 -0.25 0.12
H -1.141820 -1.559471 4.184242 0.05 0.23 -0.04 0.10
H -2.870199 -1.797763 4.437363 -0.02 0.14 0.14 0.11
H -3.078576 -1.898743 2.186498 -0.03 0.06 -0.18 0.10
H -2.379380 -3.488994 2.310226 -0.12 -0.13 -0.11 0.11
H -0.231176 -1.494013 2.246553 0.05 0.23 0.05 0.09
H -0.477285 -2.895549 1.271642 0.19 -0.04 -0.02 0.11
H -0.456492 -1.071945 -0.232508 0.07 0.16 -0.05 0.10
H -2.050395 -1.779263 -0.185899 0.00 -0.07 -0.17 0.11
H -3.000190 -0.045696 1.109391 -0.16 0.07 0.04 0.09
H -2.191317 0.663425 -0.275040 -0.20 0.13 -0.06 0.11
H -1.946160 1.699849 2.192136 -0.10 0.09 0.06 0.10
H -0.694925 0.503126 2.342017 -0.04 -0.07 0.19 0.11
H -0.195731 3.248983 2.735451 0.02 0.07 0.11 0.11
H 1.497489 4.815910 1.828733 0.00 0.13 0.03 0.11
H 3.747287 5.138069 -2.163527 0.07 0.13 0.00 0.10
H 2.959103 3.265722 -3.518892 -0.02 -0.07 -0.15 0.10
H -0.107838 1.056941 -0.943999 0.03 -0.08 -0.13 0.10
C -0.601195 6.467371 6.617766 -0.02 -0.10 0.06 -0.07
C -1.397240 6.254365 5.341383 -0.01 0.10 0.05 -0.28
O -1.646566 4.894576 5.039736 0.12 -0.17 -0.25 -0.17
C -2.387477 4.161923 6.002387 -0.04 -0.03 0.19 -0.28
C -3.779066 4.714416 6.242287 -0.07 0.15 -0.10 -0.07
H 0.351181 5.937316 6.565661 0.01 0.02 -0.02 0.07
H -0.401628 7.529795 6.761821 0.01 0.01 -0.02 0.08
H -1.134371 6.106376 7.498320 -0.03 0.05 0.00 0.07
H -0.830834 6.639808 4.492861 -0.01 -0.07 -0.04 0.12
H -2.336392 6.818023 5.372277 -0.01 0.00 0.06 0.11
H -1.824001 4.073814 6.937789 -0.03 0.04 0.02 0.10
H -2.474859 3.151301 5.599902 0.09 0.02 -0.09 0.11
H -3.766356 5.724150 6.655404 0.06 -0.03 0.07 0.07
H -4.326554 4.081590 6.941028 0.01 -0.05 -0.03 0.08
H -4.326047 4.753550 5.298407 -0.09 -0.03 0.04 0.07
C 1.853699 3.050756 8.208102 -0.04 -0.05 -0.09 -0.07
C 0.860116 2.606349 9.268047 0.11 0.03 0.03 -0.28
O -0.352551 2.098849 8.742821 -0.19 0.06 0.02 -0.17
C -0.242316 0.960297 7.907627 0.04 -0.08 -0.11 -0.29
C 0.372794 -0.250899 8.587512 0.06 0.06 0.10 -0.08
H 1.405928 3.804204 7.558062 0.00 0.01 0.01 0.07
H 2.739067 3.477962 8.680155 -0.01 0.02 0.02 0.08
H 2.180398 2.222011 7.578719 0.05 -0.01 0.04 0.07
H 0.573528 3.463821 9.877540 -0.07 -0.02 -0.01 0.12
H 1.317988 1.878876 9.947772 0.03 -0.02 -0.04 0.11
H 0.305542 1.211651 6.992012 0.06 -0.03 0.02 0.11
H -1.260841 0.719668 7.601271 -0.04 0.10 0.05 0.12
H 1.402094 -0.068071 8.899043 0.02 -0.02 -0.06 0.07
H 0.379434 -1.100642 7.903887 -0.03 0.00 -0.01 0.07
H -0.200010 -0.521508 9.475510 -0.02 -0.01 -0.02 0.08
C 3.041030 -2.301120 -5.038845 0.00 0.06 0.06 -0.08
C 1.603428 -2.436336 -4.571440 -0.01 -0.05 -0.09 -0.28
O 1.200527 -1.456702 -3.630563 -0.03 -0.02 0.08 -0.16
C 1.314261 -0.109177 -4.061389 -0.02 -0.06 -0.10 -0.28
C 0.519041 0.202883 -5.316958 0.02 -0.12 -0.10 -0.07
H 3.728306 -2.337313 -4.192096 0.00 -0.02 0.00 0.09
H 3.292567 -3.108203 -5.726229 0.03 0.01 0.00 0.07
H 3.211639 -1.359423 -5.562827 -0.01 -0.04 -0.07 0.06
H 1.467944 -3.395126 -4.069462 -0.01 0.04 0.06 0.12
H 0.924490 -2.436643 -5.432366 0.02 0.01 -0.02 0.11
H 2.369113 0.158050 -4.198743 0.00 0.00 -0.03 0.11
H 0.950383 0.498821 -3.242024 0.00 -0.02 0.11 0.08
H 0.866667 -0.378040 -6.173520 0.01 0.06 -0.03 0.05
H 0.617160 1.260158 -5.569981 -0.02 0.01 0.04 0.07
H -0.538091 -0.025429 -5.171848 -0.01 0.03 0.02 0.09
C 2.129021 -7.568855 2.165316 -0.09 0.03 -0.08 -0.08
C 1.379952 -7.428023 3.479355 0.09 -0.04 0.03 -0.28
O 0.164588 -6.706426 3.378892 -0.07 0.11 0.08 -0.17
C -0.806077 -7.254874 2.503087 -0.06 0.00 -0.08 -0.28
C -1.270602 -8.649453 2.885695 0.11 -0.03 0.08 -0.08
H 2.337000 -6.587118 1.737657 0.02 0.00 0.02 0.08
H 3.074934 -8.086253 2.327992 0.01 0.01 0.02 0.08
H 1.561936 -8.138653 1.428319 0.03 -0.06 0.02 0.07
H 1.991554 -6.864510 4.184435 -0.06 0.04 0.02 0.12
H 1.205089 -8.410188 3.932476 -0.01 -0.03 -0.05 0.11
H -0.434786 -7.235250 1.472702 -0.02 -0.07 -0.01 0.11
H -1.655729 -6.571449 2.541152 0.06 0.08 0.06 0.11
H -0.458184 -9.376440 2.852017 -0.01 -0.01 -0.07 0.07
H -2.046691 -8.987392 2.198509 -0.02 0.03 0.00 0.08
H -1.675443 -8.652063 3.898913 -0.03 0.01 -0.01 0.08
C 7.235978 -3.481697 -8.932499 0.03 0.11 0.04 -0.08
C 5.806154 -3.611929 -8.436189 0.01 -0.05 -0.10 -0.28
O 5.430805 -2.626634 -7.491545 -0.04 -0.05 0.15 -0.17
C 5.491407 -1.282222 -7.929574 0.00 0.11 -0.07 -0.28
C 4.595258 -0.975306 -9.118431 -0.03 -0.13 -0.01 -0.07
H 7.934527 -3.512271 -8.095216 0.00 -0.03 0.00 0.08
H 7.471664 -4.299734 -9.613920 -0.01 -0.02 0.01 0.08
H 7.400217 -2.545777 -9.468171 -0.02 -0.03 -0.06 0.07
H 5.687893 -4.565167 -7.920351 -0.03 0.03 0.06 0.12
H 5.104088 -3.622456 -9.277656 0.03 0.04 -0.03 0.11
H 6.527727 -0.993550 -8.139549 0.00 -0.01 -0.06 0.11
H 5.170559 -0.686535 -7.074055 0.01 -0.06 0.05 0.11
H 4.885155 -1.538262 -10.006692 0.04 0.05 -0.02 0.07
H 4.651588 0.085649 -9.365833 0.00 0.01 0.02 0.07
H 3.557396 -1.225801 -8.891983 0.00 0.03 -0.01 0.08
C 1.645727 1.296438 -12.081380 0.08 0.01 0.09 -0.08
C 0.511097 0.675039 -11.284831 -0.03 0.06 -0.09 -0.28
O 0.898978 0.185441 -10.014606 0.01 -0.18 0.08 -0.16
C 1.437071 1.137508 -9.116243 0.04 0.12 0.06 -0.29
C 0.483773 2.270349 -8.773533 -0.07 -0.02 -0.10 -0.08
H 2.457034 0.578833 -12.212494 -0.01 -0.01 -0.02 0.08
H 1.288603 1.603225 -13.064934 -0.01 -0.02 -0.01 0.08
H 2.058201 2.177780 -11.588392 -0.05 0.04 -0.03 0.07
H 0.124057 -0.191355 -11.821378 0.00 -0.04 0.06 0.12
H -0.322735 1.379128 -11.185767 0.03 0.05 0.00 0.11
H 2.388543 1.527323 -9.497075 -0.04 0.07 -0.03 0.10
H 1.673796 0.583782 -8.207285 -0.02 -0.09 -0.05 0.10
H 0.225777 2.868044 -9.648812 0.06 0.04 0.01 0.07
H 0.938034 2.936878 -8.039365 0.01 -0.03 0.02 0.08
H -0.443597 1.873291 -8.358136 0.02 -0.01 0.03 0.08
C -7.258852 2.151596 1.453259 0.11 -0.05 0.03 -0.08
C -7.097224 3.521688 2.089376 -0.07 0.01 -0.09 -0.28
O -6.022529 3.608698 3.006548 0.00 0.03 0.17 -0.16
C -4.734128 3.341912 2.483533 0.15 -0.03 -0.05 -0.28
C -4.309807 4.278821 1.365976 -0.11 0.03 -0.05 -0.07
H -7.388317 1.387509 2.221028 -0.03 0.01 0.00 0.08
H -8.132552 2.142539 0.800810 -0.02 0.01 0.02 0.08
H -6.392354 1.874287 0.851349 -0.03 0.03 -0.05 0.06
H -7.989907 3.760008 2.668065 0.04 0.02 0.06 0.12
H -7.007399 4.296805 1.319876 0.03 -0.04 -0.04 0.11
H -4.659561 2.295833 2.162291 -0.02 0.01 -0.06 0.10
H -4.048243 3.458741 3.324030 -0.05 0.01 0.06 0.10
H -4.955517 4.192472 0.490777 0.04 -0.05 -0.03 0.07
H -3.290670 4.049477 1.050829 0.02 0.00 0.03 0.07
H -4.345489 5.315311 1.704334 0.04 0.00 0.02 0.08
```
Forces are in eV/Å.

Calculated values
Kohn-Sham gap (eV): 8.9
Molar mass (g mol⁻¹): 777.2
Energy relative to the best compared isomer or geometry (same formula, charge and spin) (kJ/mol): 0.0
Structure (SMILES): COCCCCCCCc1ccc2nccnc2c1.CCOCC.CCOCC.CCOCC.CCOCC.CCOCC.CCOCC.CCOCC
LUMO level (eV): 0.011
Charge: 0
HOMO energy (eV): -8.8